<a>
ORCA calculation (ωB97M-V/def2-TZVPD) on one molecule with the formula C4H8N4.

Calculated values
HOMO energy: -8.90 eV
orbital gap: 8.75 eV
molecular weight: 112.1 g mol⁻¹
structure (SMILES): [H]/N=C\N/C=N\C=N/C

Each line ends with the Mulliken charge.
Geometry (Å):
H1 0.57 1.49 0.75  0.410
N1 0.00 1.58 1.56  -0.632
C1 -0.58 0.52 2.12  -0.224
N2 -0.44 -0.95 1.94  -0.217
C2 0.03 -1.55 0.75  -0.080
N3 0.02 -0.98 -0.45  -0.414
C3 -0.43 0.34 -0.45  0.078
N4 -0.39 1.05 -1.48  -0.504
C4 0.66 0.34 -2.79  -0.616
H2 -0.82 0.70 3.04  0.541
H3 -0.37 -1.28 2.86  0.251
H4 0.04 -2.53 1.01  0.402
H5 -1.13 0.72 0.51  0.269
H6 0.79 -0.84 -2.91  0.215
H7 1.69 0.81 -2.63  0.222
H8 0.35 0.59 -3.84  0.299

<b>
ORCA calculation (ωB97M-V/def2-TZVPD) on one molecule with the formula C4H8N4.

Calculated values
HOMO energy (alpha / beta): -8.66 / -8.66 eV
orbital gap (alpha / beta): 7.63 / 7.63 eV
molecular weight: 112.1 g mol⁻¹

Each line ends with the Mulliken charge.
Geometry (Å):
C1 1.72 0.05 -0.38  -0.607
C2 0.78 -0.09 0.77  1.380
C3 1.14 -0.66 2.08  -1.327
C4 -2.24 0.32 -1.85  -0.798
N1 -0.17 1.05 0.95  -0.572
N2 -1.04 1.12 0.11  0.018
N3 0.68 -0.86 -0.36  -0.586
N4 -1.27 0.37 -0.86  0.122
H1 1.77 0.90 -1.01  0.242
H2 2.62 -0.50 -0.36  0.298
H3 2.21 -0.94 2.21  0.282
H4 0.56 -1.58 2.11  0.291
H5 0.83 -0.01 2.94  0.356
H6 -2.63 1.30 -2.10  0.289
H7 -1.89 -0.24 -2.72  0.300
H8 -3.07 -0.23 -1.51  0.312

<c>
ORCA calculation (ωB97M-V/def2-TZVPD) on one molecule with the formula C4H8N4.

Calculated values
HOMO energy (alpha / beta): -7.46 / -7.62 eV
orbital gap (alpha / beta): 6.63 / 6.94 eV
molecular weight: 112.1 g mol⁻¹
structure (SMILES): [H]/N=C(/N)N(C)N=C=C

Each line ends with the Mulliken charge.
Geometry (Å):
H1 0.99 -0.06 1.86  0.257
N1 1.18 -0.86 1.25  -0.809
C1 0.56 -0.73 0.13  0.449
N2 0.65 -1.76 -0.80  -0.496
N3 -0.82 -0.05 0.08  0.755
C2 -2.08 -0.61 0.52  -0.802
N4 -0.69 1.18 -0.27  -0.650
C3 0.60 1.27 -0.63  0.172
C4 1.41 2.31 -0.60  -0.796
H2 1.40 -2.39 -0.52  0.251
H3 0.45 -1.55 -1.76  0.232
H4 -2.13 -1.65 0.18  0.310
H5 -2.15 -0.58 1.61  0.298
H6 -2.90 -0.03 0.10  0.285
H7 2.48 2.18 -0.69  0.251
H8 1.04 3.33 -0.46  0.294

Most stable = <c>

<a>
ORCA calculation (ωB97M-V/def2-TZVPD) on C4H8N4 as an isolated structure.

Calculated values
HOMO energy (alpha / beta): -8.55 / -8.56 eV
orbital gap (alpha / beta): 7.36 / 7.37 eV
molecular weight: 112.1 g mol⁻¹

Each line ends with the Mulliken charge.
Geometry (Å):
C1 0.33 -0.21 -0.36  0.327
C2 0.75 1.10 -0.98  -1.299
N1 -0.12 -0.40 0.93  -0.071
N2 -0.46 0.61 1.64  -0.128
C3 -1.98 -1.48 -0.88  -0.235
N3 -1.53 -0.31 -0.81  -0.546
C4 2.23 -0.35 1.01  -0.130
N4 3.08 -0.07 1.75  -0.500
H1 0.64 -1.13 -0.83  0.501
H2 -0.87 0.41 2.54  0.246
H3 -0.29 1.57 1.33  0.211
H4 0.98 1.87 -0.24  0.368
H5 -0.03 1.46 -1.64  0.369
H6 1.67 0.93 -1.53  0.351
H7 -1.44 -2.38 -0.56  0.261
H8 -2.96 -1.64 -1.35  0.275

<b>
ORCA calculation (ωB97M-V/def2-TZVPD) on one molecule with the formula C4H8N4.

Calculated values
HOMO energy: -8.53 eV
orbital gap: 8.93 eV
molecular weight: 112.1 g mol⁻¹
structure (SMILES): [H]\N=C(N)/C=C\C=N\N

Each line ends with the Mulliken charge.
Geometry (Å):
H1 -0.01 1.54 -0.44  0.360
N1 0.92 1.61 -0.69  -0.890
C1 1.34 0.42 -1.04  0.605
N2 2.49 0.14 -1.52  -0.465
C2 0.43 -0.78 -1.06  -0.541
C3 -0.54 -1.24 -0.25  -0.017
C4 -1.21 -0.87 0.92  -0.335
N3 -1.32 0.42 0.94  -0.059
N4 -1.68 1.08 2.17  -0.638
H2 2.84 -0.92 -1.50  0.274
H3 3.31 0.81 -1.48  0.275
H4 0.45 -1.20 -2.06  0.325
H5 -1.01 -2.21 -0.54  0.259
H6 -1.50 -1.46 1.89  0.334
H7 -1.92 2.06 2.08  0.262
H8 -2.59 0.61 2.57  0.251

<c>
ORCA calculation (ωB97M-V/def2-TZVPD) on one molecule with the formula C4H8N4.

Calculated values
HOMO energy: -8.23 eV
orbital gap: 9.02 eV
molecular weight: 112.1 g mol⁻¹
structure (SMILES): [H]/N=C(\N)N(C=C)N=C

Each line ends with the Mulliken charge.
Geometry (Å):
H1 2.75 0.31 0.53  0.179
N1 1.85 0.64 0.72  -0.631
C1 1.13 -0.37 0.11  0.417
N2 1.65 -1.59 -0.46  -0.496
N3 -0.17 -0.10 -0.28  0.607
C2 -0.65 1.08 -0.53  -0.050
C3 -0.23 2.29 -0.11  -0.849
N4 -0.92 -1.17 -0.04  -0.836
C4 -2.17 -1.17 0.48  -0.370
H2 0.96 -2.36 -0.61  0.278
H3 2.73 -1.91 -0.24  0.247
H4 -1.49 0.92 -1.33  0.374
H5 -0.88 3.35 -0.19  0.162
H6 0.59 2.50 0.40  0.437
H7 -2.59 -2.24 0.58  0.259
H8 -2.58 -0.20 0.95  0.270

Most stable = <b>

<a>
ORCA calculation (ωB97M-V/def2-TZVPD) on one molecule with the formula C4H8N4.

Calculated values
HOMO energy: -9.30 eV
orbital gap: 9.96 eV
molecular weight: 112.1 g mol⁻¹
structure (SMILES): [H]/N=C(\N)CNCC#N

Each line ends with the Mulliken charge.
Geometry (Å):
H1 0.99 2.14 1.05  0.236
N1 0.57 1.19 0.97  -0.592
C1 1.18 0.45 0.14  0.544
N2 2.36 0.75 -0.56  -0.583
C2 0.42 -0.89 -0.31  -0.876
N3 -0.72 -1.15 0.48  -0.326
C3 -1.97 -0.66 -0.01  -0.620
C4 -2.21 0.79 -0.25  0.364
N4 -2.43 1.95 -0.35  -0.434
H2 2.62 -0.10 -1.06  0.275
H3 3.21 1.03 0.08  0.276
H4 0.24 -0.96 -1.32  0.441
H5 1.27 -1.65 0.05  0.333
H6 -0.55 -0.84 1.41  0.316
H7 -2.71 -0.97 0.70  0.365
H8 -2.27 -1.07 -1.01  0.280

<b>
ORCA calculation (ωB97M-V/def2-TZVPD) on C4H8N4 as an isolated structure.

Calculated values
HOMO energy (alpha / beta): -8.71 / -8.72 eV
orbital gap (alpha / beta): 7.21 / 7.21 eV
molecular weight: 112.1 g mol⁻¹

Each line ends with the Mulliken charge.
Geometry (Å):
C1 0.06 -1.22 1.13  -1.500
C2 1.02 0.36 -0.58  0.388
C3 -0.18 0.10 0.37  0.900
N1 2.22 0.82 -0.14  -0.452
C4 -1.23 -0.45 -1.03  -0.114
N2 0.52 0.04 -1.68  -0.489
N3 -0.57 1.21 0.98  -0.739
N4 -2.26 0.17 -1.41  -0.659
H1 2.85 1.18 -0.84  0.268
H2 2.17 1.36 0.72  0.279
H3 -1.58 1.36 0.90  0.285
H4 -2.16 1.18 -1.28  0.284
H5 -1.19 -1.54 -1.12  0.426
H6 0.81 -1.04 1.90  0.350
H7 -0.88 -1.52 1.59  0.367
H8 0.41 -2.01 0.47  0.407

<c>
ORCA calculation (ωB97M-V/def2-TZVPD) on C4H8N4 as an isolated structure.

Calculated values
HOMO energy: -8.10 eV
orbital gap: 8.85 eV
molecular weight: 112.1 g mol⁻¹

Each line ends with the Mulliken charge.
Geometry (Å):
C1 -0.09 1.73 0.16  -0.563
C2 1.45 -0.17 1.00  -1.237
N1 0.16 1.44 -1.24  -0.633
C3 0.27 0.31 0.23  0.712
N2 -0.52 -1.98 0.09  -0.671
N3 -0.70 -0.60 -0.15  0.304
C4 -1.63 -0.21 -1.06  0.361
N4 -2.61 -0.34 -1.67  -0.537
H1 0.78 1.02 -1.92  0.249
H2 -1.27 -2.30 0.69  0.244
H3 -0.57 -2.49 -0.79  0.243
H4 -1.12 2.00 0.38  0.195
H5 0.62 2.40 0.66  0.314
H6 1.75 -1.17 0.72  0.393
H7 2.28 0.52 0.84  0.354
H8 1.22 -0.16 2.07  0.271

Most stable = <a>

<a>
ORCA calculation (ωB97M-V/def2-TZVPD) on one molecule with the formula C4H8N4.

Calculated values
HOMO energy (alpha / beta): -8.47 / -8.46 eV
orbital gap (alpha / beta): 7.30 / 7.28 eV
molecular weight: 112.1 g mol⁻¹

Each line ends with the Mulliken charge.
Geometry (Å):
C1 -0.70 -1.40 -0.65  -0.579
C2 -0.60 0.06 -1.00  1.067
C3 -1.45 0.78 -2.10  -1.014
C4 2.12 0.10 2.41  -0.657
N1 -0.58 1.05 0.21  -0.488
N2 0.19 0.72 1.07  0.404
N3 0.48 -0.72 -1.15  -0.684
N4 1.16 0.06 1.31  -0.170
H1 -0.88 -1.61 0.41  0.217
H2 -1.43 -2.03 -1.25  0.268
H3 -1.30 0.19 -3.11  0.312
H4 -1.24 1.92 -2.31  0.279
H5 -2.62 0.70 -1.94  0.226
H6 1.52 0.56 3.32  0.307
H7 2.29 -0.91 2.84  0.235
H8 3.05 0.52 1.95  0.277

<b>
ORCA calculation (ωB97M-V/def2-TZVPD) on one molecule with the formula C4H8N4.

Calculated values
HOMO energy: -8.93 eV
orbital gap: 9.64 eV
molecular weight: 112.1 g mol⁻¹
structure (SMILES): N/N=C1/CC=NNC1

Each line ends with the Mulliken charge.
Geometry (Å):
N1 -2.46 0.20 -0.05  -0.486
N2 -1.65 -0.90 -0.17  -0.558
C1 -0.47 -0.49 0.18  0.447
C2 0.58 -1.36 0.40  -0.386
C3 1.88 -0.90 -0.29  0.027
N3 2.18 0.32 -0.44  -0.593
N4 1.29 1.19 0.26  -0.221
C4 -0.23 0.97 0.24  -0.589
H1 -3.05 0.00 -1.05  0.333
H2 -1.85 0.96 -0.53  0.084
H3 0.40 -2.40 0.08  0.340
H4 0.93 -1.19 1.42  0.249
H5 2.58 -1.83 -0.34  0.285
H6 1.38 2.22 0.02  0.322
H7 -0.63 1.60 -0.69  0.306
H8 -0.90 1.60 0.96  0.439

<c>
ORCA calculation (ωB97M-V/def2-TZVPD) on one molecule with the formula C4H8N4.

Calculated values
HOMO energy: -8.62 eV
orbital gap: 8.93 eV
molecular weight: 112.1 g mol⁻¹
structure (SMILES): C/N=N/C1=CNNC1

Each line ends with the Mulliken charge.
Geometry (Å):
C1 3.09 0.10 0.14  -0.595
N1 1.77 -0.33 -0.11  -0.371
N2 0.95 0.49 -0.30  -0.151
C2 -0.33 0.19 -0.15  0.500
C3 -1.19 1.23 -0.23  -0.394
N3 -2.69 0.88 0.12  -0.379
N4 -2.65 -0.67 -0.04  -0.386
C4 -1.23 -1.12 0.07  -0.566
H1 3.38 -0.13 1.32  0.232
H2 3.61 -0.65 -0.49  0.223
H3 3.30 1.14 -0.31  0.347
H4 -0.59 2.31 -0.19  0.299
H5 -2.69 0.95 1.29  0.325
H6 -2.77 -1.00 -1.06  0.338
H7 -1.01 -1.77 -0.95  0.232
H8 -0.96 -1.62 0.90  0.346

Most stable = <b>